Below is a structure of composition C45H89As3ClN8O6P2PbS, with properties calculated with ωB97M-V with the def2-TZVPD basis set.

```
156
Properties=species:S:1:pos:R:3:forces:R:3
Pb -0.0271 0.0200 -0.3445 -0.290 0.234 0.021
C 0.7328 5.4848 2.5976 -0.027 -0.008 -0.006
As 0.7488 4.1010 1.1747 -0.012 0.128 0.080
C 0.0453 5.3453 -0.1857 -0.026 -0.114 -0.115
C 2.6213 4.3367 0.5829 0.078 -0.135 -0.123
C 3.7523 3.5886 1.3019 -0.079 -0.041 0.092
C 3.6509 3.8206 2.8159 -0.027 0.030 -0.127
C 3.7797 2.0825 1.0106 -0.104 0.114 -0.111
As 2.3449 0.7941 1.4820 0.457 0.008 0.155
C 3.4891 -0.7520 1.1151 -0.005 -0.078 -0.029
C 2.5612 0.6942 3.4303 -0.153 -0.003 -0.011
C 5.0995 4.2034 0.8440 -0.005 -0.068 0.017
As 6.0017 3.8873 -0.8944 0.013 0.053 -0.017
C 4.5523 3.6566 -2.1946 -0.029 -0.027 -0.011
C 6.5441 2.0007 -0.7662 -0.033 -0.048 -0.033
H 1.3349 6.3522 2.3161 -0.011 -0.020 -0.006
H 1.0943 5.0941 3.5485 0.011 -0.022 -0.034
H -0.3017 5.8073 2.7359 0.012 -0.014 -0.001
H -0.3289 4.8017 -1.0528 0.018 -0.027 0.016
H -0.7820 5.9094 0.2402 -0.079 0.007 0.050
H 0.8205 6.0472 -0.5000 0.010 -0.003 0.028
H 2.8125 5.4133 0.6373 0.004 0.028 -0.002
H 2.6178 4.0512 -0.4711 -0.071 0.024 0.043
H 2.7026 3.4405 3.1976 0.018 0.032 0.043
H 3.7147 4.8865 3.0529 -0.002 -0.010 0.001
H 4.4556 3.3006 3.3409 -0.003 0.000 0.004
H 4.6864 1.6768 1.4679 0.029 -0.058 -0.014
H 3.8576 1.9287 -0.0667 0.055 0.004 0.021
H 4.5174 -0.5519 1.4230 -0.012 0.035 0.035
H 3.4531 -1.0074 0.0558 -0.027 0.028 0.013
H 3.0907 -1.5903 1.6822 -0.034 -0.002 -0.014
H 3.6245 0.6948 3.6748 0.005 0.010 0.012
H 2.1033 -0.2409 3.7514 -0.020 0.000 -0.004
H 2.0666 1.5174 3.9447 -0.007 -0.027 -0.021
H 5.8793 3.9312 1.5651 0.012 -0.043 -0.009
H 5.0227 5.2930 0.8949 -0.008 0.030 0.067
H 4.0727 4.6158 -2.3916 0.025 0.021 0.026
H 3.7968 2.9296 -1.8973 0.031 -0.015 -0.012
H 5.0081 3.3148 -3.1241 0.007 0.001 -0.004
H 7.0065 1.8090 0.2022 -0.007 0.028 0.012
H 7.2895 1.8164 -1.5399 0.003 0.016 -0.004
H 5.7132 1.3120 -0.9080 0.021 -0.003 0.018
C 2.0923 -6.7220 -0.2157 -0.056 0.026 -0.007
C 1.6997 -5.2545 -0.0090 0.052 0.030 -0.163
C 2.7027 -4.5717 0.9341 0.017 0.025 -0.039
C 0.3556 -5.2033 0.7283 -0.044 0.033 0.037
P 1.5737 -4.2480 -1.6076 0.031 -0.099 0.080
N 1.7464 -2.7762 -1.1001 -0.051 0.003 -0.046
C -0.0875 -4.6296 -2.4376 0.139 0.054 0.083
C -1.1775 -3.8733 -1.6547 -0.040 0.107 -0.013
C -0.4424 -6.1156 -2.5344 -0.076 0.023 -0.004
C -0.0569 -4.0434 -3.8568 0.052 0.036 -0.026
C 2.9808 -4.7646 -2.8002 0.000 0.187 0.151
C 4.2784 -4.6055 -1.9884 0.004 -0.050 -0.006
C 2.9351 -6.1618 -3.4223 -0.002 0.044 -0.009
C 3.0824 -3.7326 -3.9441 -0.002 0.016 0.046
H 1.9848 -7.2465 0.7388 0.003 0.016 -0.008
H 3.1281 -6.8335 -0.5331 0.001 -0.014 -0.003
H 1.4525 -7.2243 -0.9429 0.034 -0.024 0.050
H 2.7323 -5.1420 1.8692 -0.001 -0.005 -0.034
H 2.3680 -3.5583 1.1455 -0.003 -0.025 0.018
H 3.7122 -4.5160 0.5320 -0.036 -0.014 0.039
H 0.5014 -5.6091 1.7342 0.025 0.001 -0.019
H -0.4217 -5.7955 0.2493 0.023 0.008 0.032
H 0.0081 -4.1766 0.8310 -0.028 0.050 0.030
H -1.5898 -4.4539 -0.8345 0.002 0.001 0.018
H -2.0025 -3.6150 -2.3238 0.016 -0.055 0.008
H -0.8012 -2.9365 -1.2432 -0.023 -0.021 -0.035
H -0.5626 -6.5791 -1.5566 -0.029 0.000 -0.041
H 0.2992 -6.6854 -3.0933 -0.011 -0.020 -0.015
H -1.3991 -6.2089 -3.0602 0.016 -0.002 0.007
H 0.3507 -3.0307 -3.8609 -0.042 0.019 -0.027
H -1.0831 -3.9994 -4.2339 0.007 -0.024 -0.004
H 0.5203 -4.6627 -4.5435 0.018 0.000 0.002
H 4.3890 -5.3688 -1.2198 0.015 0.004 -0.015
H 4.3137 -3.6226 -1.5140 0.002 -0.026 -0.014
H 5.1337 -4.6931 -2.6661 -0.037 -0.015 0.000
H 2.9035 -6.9612 -2.6860 -0.006 -0.028 0.010
H 3.8439 -6.2963 -4.0201 -0.022 -0.013 -0.002
H 2.0858 -6.2777 -4.0962 0.017 0.007 -0.008
H 2.8614 -2.7195 -3.6089 0.019 0.010 0.002
H 2.4282 -3.9724 -4.7785 -0.039 0.017 0.000
H 4.1097 -3.7371 -4.3247 -0.038 -0.047 0.003
S 1.5895 -1.2894 -1.9674 0.175 -0.061 -0.153
O -3.9607 -1.1099 -3.5429 -0.008 0.144 -0.111
C -2.8387 -0.4963 -3.1455 -0.131 0.124 -0.068
O -2.3372 -0.7266 -2.0780 0.169 -0.083 0.078
C -2.2759 0.5216 -4.1428 -0.130 -0.100 -0.023
N -3.1763 0.6484 -5.3133 -0.011 -0.098 0.027
C -2.4510 0.2235 -6.5301 -0.047 -0.039 0.081
C -1.3432 -0.6771 -5.9947 0.032 0.093 0.043
C -0.9357 0.0492 -4.7137 0.053 0.009 0.072
H -2.1556 1.4520 -3.5871 -0.010 -0.042 -0.075
H -3.5433 1.5843 -5.3988 0.016 0.016 0.013
H -4.1729 -0.6651 -4.3980 0.041 -0.067 -0.007
H -2.0120 1.0771 -7.0568 0.005 0.039 0.019
H -3.1273 -0.2860 -7.2173 -0.006 -0.017 -0.021
H -0.5184 -0.7798 -6.6991 -0.016 -0.047 -0.001
H -1.7338 -1.6724 -5.7696 -0.004 -0.022 0.000
H -0.3238 0.9185 -4.9625 -0.016 -0.008 0.042
H -0.3762 -0.5540 -3.9995 0.039 -0.043 -0.009
O 0.4032 -1.5311 1.8648 -0.155 -0.095 -0.218
N -0.0563 -1.4754 3.0390 0.258 0.101 0.171
C -1.2887 -1.8855 3.2633 -0.446 -0.174 0.278
C -1.7419 -1.8685 4.6233 0.066 0.053 -0.271
N -2.1320 -1.8877 5.7080 -0.052 0.106 0.052
C -2.1976 -2.3876 2.2746 0.322 0.097 -0.113
N -2.9277 -2.7913 1.4802 0.368 -0.544 0.141
Cl 2.0313 2.4433 -4.4192 -0.001 0.028 0.027
C 1.0997 3.4424 -3.2589 -0.047 -0.001 0.093
C 0.3890 2.5537 -2.2263 -0.027 -0.069 0.024
O -0.8440 2.4434 -2.3228 0.212 0.022 0.119
O 1.1342 2.0187 -1.3527 -0.084 -0.017 -0.178
H 0.3713 4.0074 -3.8295 -0.015 0.017 -0.035
H 1.8098 4.1058 -2.7705 0.001 -0.011 -0.008
O -2.0140 0.8794 1.4380 0.047 0.113 0.153
P -3.1217 1.1872 2.3676 -0.286 -0.351 -0.146
N -3.9547 2.5167 1.7659 0.310 0.183 -0.101
C -3.4669 3.2176 0.5534 -0.159 0.023 0.124
C -3.7322 4.6877 0.8607 -0.067 -0.063 -0.020
C -4.9938 4.6317 1.7211 0.062 0.008 -0.033
C -4.7148 3.4309 2.6208 -0.029 -0.076 -0.053
N -2.6095 1.4680 3.9066 0.170 0.149 0.083
C -1.1968 1.8867 4.0900 -0.185 -0.018 0.047
C -1.1415 2.3535 5.5466 -0.077 0.008 0.003
C -2.5795 2.7881 5.8443 0.094 -0.053 -0.003
C -3.3852 1.7130 5.1265 0.095 -0.104 -0.031
N -4.1988 -0.0652 2.4636 -0.079 0.124 -0.146
C -5.1858 -0.3125 3.5190 0.115 -0.029 -0.016
C -6.0598 -1.4038 2.9139 0.004 -0.007 -0.074
C -6.1393 -0.9838 1.4455 0.047 -0.006 0.061
C -4.7148 -0.5207 1.1454 -0.135 0.118 -0.031
H -4.0420 2.9017 -0.3242 0.009 -0.025 0.011
H -2.4211 2.9967 0.3528 0.032 -0.052 0.035
H -3.8436 5.2845 -0.0442 0.017 0.045 0.018
H -2.9085 5.0943 1.4515 0.072 0.055 -0.001
H -5.8658 4.4369 1.0915 -0.001 0.004 0.018
H -5.1747 5.5404 2.2962 -0.027 0.005 -0.025
H -5.6355 2.9677 2.9889 0.005 0.000 0.005
H -4.1290 3.7500 3.4924 0.018 -0.004 -0.015
H -0.9418 2.6965 3.4028 0.023 0.035 -0.040
H -0.5198 1.0577 3.8869 0.028 -0.043 -0.011
H -0.4162 3.1552 5.6853 0.025 -0.015 0.025
H -0.8679 1.5208 6.1984 0.003 0.009 -0.021
H -2.7730 3.7689 5.4004 -0.030 0.005 0.004
H -2.8071 2.8345 6.9096 0.011 0.022 0.001
H -4.4102 2.0105 4.9079 0.016 0.031 -0.004
H -3.4185 0.8078 5.7416 -0.027 -0.027 0.006
H -5.7990 0.5743 3.7388 -0.010 -0.016 -0.018
H -4.6959 -0.6284 4.4399 0.014 -0.012 0.012
H -7.0323 -1.4756 3.4018 0.000 -0.012 0.014
H -5.5481 -2.3652 2.9959 -0.015 0.018 0.010
H -6.8423 -0.1529 1.3366 -0.033 -0.010 -0.009
H -6.4507 -1.7919 0.7845 -0.016 0.009 -0.011
H -4.6821 0.2823 0.4051 -0.060 0.092 0.039
H -4.0984 -1.3392 0.7743 -0.179 0.258 0.024
```
Positions in Å, forces in eV/Å.

Its HOMO-LUMO gap is 6.29 eV. Its molecular weight is 1399.69 u. The value obtained for the LUMO energy is 2.3103 eV. Its net charge is -1. The calculation puts the highest occupied orbital energy at -3.979 eV.